w) {"formula": "C5H11N3O", "method": "ωB97M-V/def2-TZVPD", "lumo_energy_ev": 0.94, "gap_ev": 8.302, "elements": ["H", "H", "H", "C", "H", "C", "N", "N", "H", "H", "H", "H", "C", "H", "O", "C", "N", "H", "C", "H"], "coordinates": [[-1.74, 2.67, 0.71], [1.06, -2.48, 0.98], [1.23, 2.34, -0.78], [-1.20, -0.31, 0.21], [-0.27, -2.94, -0.09], [0.80, 0.43, 0.13], [-2.48, -0.78, 0.04], [1.83, 0.48, 1.05], [2.38, 1.33, 1.10], [-3.18, -0.05, 0.06], [1.88, 0.93, -1.65], [-2.60, -1.42, -0.73], [1.02, 1.30, -1.08], [0.14, 1.31, -1.71], [-1.72, 1.97, 0.05], [0.05, -0.83, 0.00], [-0.89, 0.95, 0.69], [1.86, -0.22, 1.78], [0.56, -2.24, 0.03], [1.28, -2.43, -0.77]]}

x) {"formula": "C5H11N3O", "method": "ωB97M-V/def2-TZVPD", "lumo_energy_ev": [0.79, 0.60], "gap_ev": [7.065, 6.467], "elements": ["O", "H", "H", "C", "C", "H", "N", "N", "H", "H", "H", "H", "H", "H", "H", "H", "C", "C", "C", "N"], "coordinates": [[0.99, -1.06, 1.47], [0.34, -2.94, -0.44], [0.24, -1.66, 1.58], [0.78, -0.31, 0.30], [-0.38, -2.16, -0.74], [2.01, 1.28, 1.17], [0.24, -0.86, -0.85], [-1.41, 0.17, 1.37], [2.17, 2.35, -1.04], [1.47, 0.92, -1.75], [-0.96, 0.26, 2.27], [-0.78, 1.64, -1.61], [-1.22, -2.18, -0.04], [-2.39, 0.40, 1.36], [-1.96, 2.19, -0.29], [-0.76, -2.43, -1.73], [-1.17, 1.52, -0.61], [1.62, 0.85, 0.26], [-0.69, 0.61, 0.27], [1.84, 1.41, -0.94]]}

Which is the most stable structure? w) is the most stable.

w) {"formula": "C5H11N3O", "method": "ωB97M-V/def2-TZVPD", "lumo_energy_ev": 0.47, "gap_ev": 8.128, "elements": ["N", "H", "H", "C", "C", "O", "H", "C", "H", "C", "N", "N", "H", "H", "C", "H", "H", "H", "H", "H"], "coordinates": [[-2.14, -0.23, -1.21], [-1.37, 1.84, 1.90], [-0.11, 0.79, 2.57], [0.77, -0.42, -1.62], [-0.32, -1.35, 0.76], [-0.82, -2.26, 0.16], [1.79, -0.02, 1.58], [-0.72, 0.35, 0.56], [-1.82, -1.20, -1.16], [-0.44, 1.31, 1.68], [0.66, -0.33, -0.16], [-1.81, 0.52, -0.11], [2.70, -0.62, 0.20], [0.44, 0.50, -2.09], [1.91, 0.06, 0.51], [-3.15, -0.20, -1.31], [1.80, -0.64, -1.91], [0.14, -1.24, -1.98], [2.20, 1.08, 0.24], [0.31, 2.05, 1.40]]}

x) {"formula": "C5H11N3O", "method": "ωB97M-V/def2-TZVPD", "lumo_energy_ev": 0.88, "gap_ev": 9.529, "elements": ["H", "H", "H", "H", "H", "H", "C", "C", "C", "H", "N", "H", "C", "H", "N", "H", "C", "O", "N", "H"], "coordinates": [[-2.24, -0.44, -1.32], [-1.96, -1.13, 0.28], [1.91, -1.10, 1.62], [-0.02, 3.20, 1.46], [0.75, 0.63, -2.58], [0.50, -1.03, 2.40], [0.89, 0.79, -1.53], [0.56, 1.27, 1.48], [-0.31, -1.39, -1.08], [0.11, -2.24, -0.53], [0.90, -1.12, 1.47], [1.47, 1.66, -1.25], [-1.80, -1.28, -0.78], [-2.32, -2.19, -1.08], [0.16, 2.41, 0.85], [-0.33, 2.35, -0.02], [0.45, -0.09, -0.64], [0.90, 1.24, 2.65], [0.52, 0.02, 0.74], [-0.13, -1.54, -2.14]]}

y) {"formula": "C5H11N3O", "method": "ωB97M-V/def2-TZVPD", "lumo_energy_ev": -0.62, "gap_ev": 8.754, "elements": ["H", "O", "H", "C", "H", "H", "C", "H", "C", "H", "H", "H", "H", "N", "H", "N", "N", "C", "H", "C"], "coordinates": [[0.98, 1.36, 1.51], [3.48, -0.70, -0.82], [-2.29, -0.94, -2.64], [-0.34, -0.81, 0.72], [-2.99, 1.16, -0.76], [-0.89, -1.91, 1.18], [-0.57, 1.13, -0.20], [-2.93, -1.61, -0.12], [0.87, 1.39, 0.38], [1.73, -1.11, 1.63], [-1.39, 1.48, 0.58], [-0.90, 0.06, 1.52], [1.39, 2.16, -0.05], [2.78, 0.41, -0.83], [1.58, -1.99, 0.13], [-0.79, -0.39, -0.60], [1.76, 0.23, -0.06], [1.21, -0.99, 0.53], [-0.49, 1.52, -1.07], [-2.20, -0.44, -1.02]]}

Which is the most stable structure? x) is the most stable.

w) {"formula": "C5H11N3O", "method": "ωB97M-V/def2-TZVPD", "lumo_energy_ev": 0.86, "gap_ev": 8.541, "elements": ["C", "N", "C", "H", "O", "C", "H", "N", "C", "H", "H", "H", "H", "C", "H", "N", "H", "H", "H", "H"], "coordinates": [[1.50, -0.54, -0.05], [0.54, -0.19, -2.20], [0.46, -0.11, -0.82], [-1.56, -0.99, 1.33], [0.81, 2.23, 0.78], [-1.38, 0.06, 1.09], [-2.30, 0.62, 1.24], [-0.92, 0.27, -0.28], [0.67, 1.80, -0.29], [-0.65, 0.50, 1.77], [0.97, -1.02, -2.56], [0.80, -1.20, 1.89], [-2.55, 1.02, -1.17], [1.62, -0.66, 1.43], [2.52, -1.21, 1.68], [-1.93, 0.22, -1.26], [-2.48, -0.63, -1.18], [-0.25, 0.16, -2.70], [2.43, -0.65, -0.60], [1.69, 0.33, 1.90]]}

x) {"formula": "C5H11N3O", "method": "ωB97M-V/def2-TZVPD", "lumo_energy_ev": 0.87, "gap_ev": 9.128, "elements": ["H", "H", "H", "H", "H", "O", "C", "N", "H", "H", "H", "H", "C", "N", "C", "H", "C", "C", "H", "N"], "coordinates": [[2.13, -0.67, 1.06], [1.61, -0.18, -1.29], [-1.12, -2.60, -0.08], [0.72, -1.58, -1.35], [-1.95, -1.62, -1.29], [1.43, 1.55, 1.13], [-0.67, -0.51, 0.00], [1.81, -1.39, 0.41], [-2.47, -1.53, 0.40], [-1.35, 2.36, 1.37], [2.06, -2.36, 0.26], [-1.85, 1.00, 2.13], [1.01, -0.80, -0.63], [0.55, 2.15, -0.92], [-0.71, 0.69, 0.53], [-0.02, 1.82, -1.69], [-1.59, -1.63, -0.26], [0.64, 1.33, 0.21], [1.43, 2.57, -1.19], [-1.66, 1.40, 1.21]]}

Which is the most stable structure? x) is the most stable.

w) {"formula": "C5H10O2", "method": "ωB97M-V/def2-TZVPD", "lumo_energy_ev": 0.81, "gap_ev": 9.575, "elements": ["C", "H", "H", "H", "C", "C", "O", "H", "C", "H", "H", "H", "H", "H", "O", "C", "H"], "coordinates": [[1.40, 1.19, -1.17], [-1.04, -0.60, 2.15], [0.51, -0.55, -2.26], [1.51, 1.65, -2.15], [-1.95, 0.66, -0.42], [-0.03, -1.02, 2.09], [-2.29, 1.07, -1.50], [0.50, -0.79, 3.01], [0.76, -0.16, -1.28], [-1.22, 1.18, 0.23], [-2.36, -0.28, 0.01], [-0.11, -2.11, 1.97], [-0.04, -1.88, -0.28], [0.81, 1.85, -0.53], [0.71, -0.44, 1.04], [0.44, -0.90, -0.22], [2.40, 1.12, -0.71]]}

x) {"formula": "C5H10O2", "method": "ωB97M-V/def2-TZVPD", "lumo_energy_ev": 1.04, "gap_ev": 10.647, "elements": ["O", "H", "C", "C", "H", "C", "H", "H", "H", "C", "H", "H", "C", "O", "H", "H", "H"], "coordinates": [[0.71, 0.85, -0.13], [2.69, 0.20, -0.45], [0.23, -0.48, -0.47], [-2.14, 0.55, -0.02], [-3.07, 0.31, 0.50], [-1.29, -0.69, -0.18], [0.88, -0.42, 1.36], [2.15, 1.63, -1.39], [-2.38, 0.95, -1.01], [2.08, 1.11, -0.42], [0.94, -2.22, 0.92], [0.62, -0.79, -1.44], [0.41, -1.26, 0.82], [-1.00, -1.36, 1.06], [2.53, 1.78, 0.34], [-1.77, -1.41, -0.86], [-1.59, 1.30, 0.54]]}

Which is the most stable structure? w) is the most stable.

w) {"formula": "C6H9N", "method": "ωB97M-V/def2-TZVPD", "lumo_energy_ev": 0.86, "gap_ev": 8.095, "elements": ["H", "C", "H", "H", "H", "C", "H", "H", "C", "C", "H", "C", "C", "N", "H", "H"], "coordinates": [[0.57, -0.95, -1.76], [0.99, -0.76, -0.76], [-2.45, 0.69, -0.48], [1.50, 0.02, 2.03], [-1.45, 0.61, 1.77], [0.95, 0.67, -0.20], [2.03, -1.10, -0.70], [0.11, -2.15, 0.90], [0.17, -1.15, 0.46], [-1.45, 0.56, -0.90], [-1.39, 0.87, -1.95], [0.77, 0.06, 1.22], [-0.52, 0.77, 1.22], [-0.48, 1.16, -0.06], [-1.00, -0.73, -0.28], [1.66, 1.43, -0.50]]}

x) {"formula": "C6H9N", "method": "ωB97M-V/def2-TZVPD", "lumo_energy_ev": 0.99, "gap_ev": 8.142, "elements": ["H", "H", "H", "C", "C", "C", "H", "H", "C", "N", "H", "C", "H", "C", "H", "H"], "coordinates": [[-2.75, -0.98, -0.63], [-2.70, -0.71, 1.12], [3.23, -0.33, -0.75], [-2.47, -0.25, 0.15], [2.38, -0.94, -0.48], [1.01, 1.15, 0.06], [1.59, 0.65, 1.09], [2.63, -1.93, -0.15], [-0.46, 1.35, -0.02], [-0.03, -0.85, 0.17], [-0.99, 2.30, -0.06], [1.23, -0.31, -0.12], [-0.21, -1.81, -0.09], [-1.03, 0.13, 0.06], [-3.11, 0.62, 0.03], [1.67, 1.91, -0.38]]}

y) {"formula": "C6H9N", "method": "ωB97M-V/def2-TZVPD", "lumo_energy_ev": 0.98, "gap_ev": 8.629, "elements": ["N", "H", "H", "C", "H", "H", "C", "C", "C", "H", "H", "H", "C", "C", "H", "H"], "coordinates": [[-0.70, 0.99, 0.90], [1.79, -0.54, -0.53], [-1.28, -0.28, 2.50], [0.21, 1.83, -1.31], [-0.64, 1.57, -1.96], [-0.20, -1.90, -0.82], [0.05, -2.23, 0.21], [0.99, -0.15, 0.09], [0.25, 0.97, -0.10], [1.11, 1.64, -1.89], [-0.85, -2.72, 0.58], [0.89, -2.91, 0.09], [-0.64, -0.17, 1.63], [0.34, -0.98, 1.05], [-1.37, 1.72, 1.04], [0.14, 2.89, -1.06]]}

Which is the most stable structure? y) is the most stable.

w) {"formula": "C3H8NO", "method": "ωB97M-V/def2-TZVPD", "lumo_energy_ev": -5.07, "charge": 1, "gap_ev": 9.922, "elements": ["H", "C", "C", "H", "C", "O", "N", "H", "H", "H", "H", "H", "H"], "coordinates": [[2.65, 0.08, 1.14], [-0.91, 0.16, 0.23], [1.28, 0.73, -0.35], [0.19, -0.69, -1.40], [1.82, -0.16, 0.49], [-1.86, 1.14, 0.10], [-0.02, 0.33, -0.99], [1.54, 1.74, -0.57], [1.45, -1.12, 0.53], [-0.29, 1.05, -1.70], [-1.48, -2.52, 0.95], [-1.85, -1.77, 0.74], [-2.50, 1.04, 0.84]]}

x) {"formula": "C3H8NO", "method": "ωB97M-V/def2-TZVPD", "lumo_energy_ev": -3.92, "charge": 1, "gap_ev": 11.772, "elements": ["H", "O", "N", "C", "H", "H", "H", "H", "C", "H", "H", "H", "C"], "coordinates": [[-2.11, 0.62, -0.52], [-1.15, -0.47, 1.06], [0.43, 1.27, 0.38], [1.02, -1.06, -0.27], [1.60, -0.69, -1.09], [-0.29, 1.90, 0.17], [0.57, 1.31, 1.40], [1.77, -1.16, 0.55], [-1.54, -0.25, -0.31], [0.65, -2.08, -0.25], [1.14, 1.66, -0.19], [-2.00, -1.02, -0.98], [-0.10, -0.04, 0.04]]}

y) {"formula": "C3H8NO", "method": "ωB97M-V/def2-TZVPD", "lumo_energy_ev": -3.69, "charge": 1, "gap_ev": 12.032, "elements": ["H", "H", "H", "C", "H", "H", "O", "N", "H", "C", "H", "H", "C"], "coordinates": [[1.62, -1.56, -0.87], [-2.02, 0.66, -0.35], [-1.22, 0.19, 1.12], [1.27, -0.99, 0.00], [1.50, 1.96, -0.68], [0.83, 1.31, 0.98], [2.17, 0.08, 0.12], [0.02, 0.07, -0.43], [0.05, -0.15, -1.45], [-1.34, -0.08, 0.11], [-1.67, -0.94, -0.34], [0.96, -1.43, 0.96], [1.10, 1.08, -0.02]]}

z) {"formula": "C3H8NO", "method": "ωB97M-V/def2-TZVPD", "lumo_energy_ev": -7.55, "charge": 1, "gap_ev": 5.618, "elements": ["C", "H", "N", "H", "H", "H", "O", "C", "C", "H", "H", "H", "H"], "coordinates": [[-0.76, -1.54, -1.01], [-0.77, 2.31, 0.40], [0.10, -0.84, -1.71], [-0.65, -0.38, 2.24], [1.57, 1.33, 1.25], [0.71, -1.04, -2.54], [-0.17, 1.54, 0.02], [0.35, -0.17, 1.81], [0.58, 0.98, 1.08], [0.01, 0.14, -1.68], [1.20, -0.93, 1.97], [-1.75, -1.90, -1.31], [-0.72, -1.64, 0.18]]}

Which is the most stable structure? x) is the most stable.